(1)
Below is C3H7IO2S as an isolated structure in a non-equilibrium geometry, with properties calculated with wB97M-V/def2-TZVPD.

Summary:
HOMO = -0.3546 Ha
E_tot = -964.80955 a.u.
maximum force = 4.6 eV/Å
LUMO energy = 0.0120 Eh

The geometry in ORCA input format:
```
! wB97M-V def2-TZVPD RIJCOSX def2/J DEFGRID3
* xyz 0 1
C -0.969 1.085 1.599
C 1.384 -1.138 -1.249
C -0.184 0.925 0.242
O -1.204 -0.964 -1.255
O -0.172 -1.702 0.831
S -0.156 -0.847 -0.361
I -0.971 2.137 -1.279
H -1.995 0.765 1.426
H -0.543 0.532 2.369
H -0.890 2.220 1.903
H 2.260 -1.391 -0.607
H 1.063 -2.138 -1.836
H 1.539 -0.524 -2.162
H 0.838 1.041 0.379
*
```

=====

(2)
Below is C55H42AsN7O7PS2SeTl as an isolated structure in a non-equilibrium geometry, with properties calculated with wB97M-V/def2-TZVPD.

Summary:
HOMO = -0.2860 Ha
E_tot = -8978.53897 a.u.
maximum force = 1.1 eV/Å
LUMO energy = -0.0402 Eh

The geometry in ORCA input format:
```
! wB97M-V def2-TZVPD RIJCOSX def2/J DEFGRID3
* xyz 0 1
Tl 0.836 0.133 0.808
O -2.081 0.972 6.514
C -1.600 0.874 5.254
C -2.408 0.574 4.165
C -1.843 0.475 2.913
N -0.517 0.612 2.734
C 0.235 1.015 3.768
C -0.262 1.154 5.045
C 1.612 1.561 3.442
O 2.309 1.955 4.365
O 1.865 1.638 2.191
C -2.777 0.420 1.707
O -3.970 0.200 1.928
O -2.216 0.674 0.605
H -3.029 0.793 6.510
H -3.481 0.450 4.248
H 0.386 1.505 5.836
O 3.565 -1.598 4.361
C 4.644 -0.931 3.904
C 5.737 -0.846 4.765
C 6.879 -0.178 4.373
C 6.962 0.412 3.112
C 5.891 0.308 2.248
C 4.722 -0.358 2.621
C 3.606 -0.492 1.658
O 2.486 -0.964 2.084
N 3.855 -0.179 0.388
N 2.708 -0.304 -0.364
C 2.813 -0.602 -1.598
S 1.421 -1.023 -2.559
C 2.248 -0.645 -4.115
C 3.660 -1.196 -3.998
S 4.365 -0.681 -2.402
H 2.859 -1.490 3.696
H 5.660 -1.312 5.739
H 7.715 -0.109 5.060
H 7.854 0.946 2.813
H 5.938 0.734 1.254
H 2.248 0.434 -4.276
H 1.680 -1.136 -4.906
H 4.308 -0.798 -4.779
H 3.656 -2.284 -4.049
Se -2.308 -6.981 3.398
N -0.593 -6.548 3.168
C -0.582 -5.457 2.458
C 0.642 -4.815 1.972
C 1.907 -5.339 2.221
C 2.996 -4.778 1.591
C 2.783 -3.700 0.738
N 1.593 -3.148 0.548
C 0.540 -3.684 1.159
C -0.779 -3.086 0.833
N -0.807 -1.960 0.082
C -1.975 -1.588 -0.437
C -3.186 -2.200 -0.129
C -3.175 -3.245 0.757
C -1.951 -3.730 1.217
C -1.871 -4.931 2.058
N -2.918 -5.600 2.447
H 2.004 -6.190 2.883
H 3.997 -5.160 1.744
H 3.614 -3.257 0.195
H -1.956 -0.740 -1.101
H -4.103 -1.805 -0.543
H -4.089 -3.723 1.086
C -1.699 2.173 -1.716
C -1.333 1.480 -3.020
As -2.767 1.205 -4.380
C -4.214 0.530 -3.257
C -4.772 1.412 -2.330
C -5.788 1.004 -1.479
C -6.289 -0.288 -1.565
C -5.796 -1.149 -2.535
C -4.769 -0.742 -3.380
C -1.956 -0.435 -5.076
C -1.727 -1.588 -4.317
C -0.975 -2.637 -4.830
C -0.446 -2.553 -6.115
C -0.684 -1.423 -6.884
C -1.431 -0.371 -6.363
P -0.357 2.222 -0.476
C 0.829 3.364 -1.279
C 0.465 4.692 -1.523
C 1.356 5.563 -2.127
C 2.627 5.124 -2.488
C 3.003 3.814 -2.241
C 2.105 2.940 -1.637
C -1.005 3.275 0.856
C -2.371 3.518 0.995
C -2.836 4.281 2.056
C -1.945 4.789 2.993
C -0.584 4.552 2.856
C -0.113 3.806 1.785
H -2.538 1.697 -1.215
H -1.931 3.224 -1.908
H -0.900 0.506 -2.832
H -0.576 2.075 -3.536
H -4.416 2.434 -2.273
H -6.190 1.694 -0.748
H -7.066 -0.617 -0.887
H -6.206 -2.147 -2.634
H -4.416 -1.420 -4.147
H -2.133 -1.668 -3.314
H -0.794 -3.515 -4.220
H 0.149 -3.366 -6.514
H -0.288 -1.357 -7.890
H -1.609 0.509 -6.971
H -0.514 5.050 -1.223
H 1.066 6.591 -2.306
H 3.325 5.811 -2.951
H 3.997 3.470 -2.499
H 2.411 1.931 -1.424
H -3.079 3.084 0.301
H -3.898 4.468 2.157
H -2.313 5.368 3.831
H 0.117 4.939 3.586
H 0.948 3.628 1.688
*
```

=====

Q: Which of these has the lowest E_tot?
A: C55H42AsN7O7PS2SeTl

=====

Q: Among the records above, which one has the lowest maximum force?
A: C55H42AsN7O7PS2SeTl